(1)
Molecular formula: C2H13FeO7
Method: DFT, ωB97M-V/def2-TZVPD

## Properties
Spin multiplicity   5
Expectation value of S²   6.006
Frontier orbital gap (spin up / spin down)   7.1 / 7.1 eV
HOMO (spin up / spin down)   -10.90 / -10.90 eV
Charge   +1
Energy   -50999.5694 eV

Element x y z (Å)
1 Fe 0.11860 0.73719 -0.11845
2 C -0.34968 -3.60493 0.73427
3 C -0.86771 -2.45521 -0.12667
4 O -0.28514 -1.36908 -0.05333
5 O -1.74574 -2.75172 -1.01188
6 H -0.03960 -3.26263 1.72157
7 H 0.45438 -4.08969 0.18054
8 H -1.29626 -4.08691 0.97878
9 O 1.98633 0.46063 -1.04214
10 H 2.84709 0.21637 -0.70205
11 H 2.15109 0.71913 -1.94893
12 O 1.08753 0.66474 1.70202
13 H 0.76383 0.12726 2.42491
14 H 1.98963 0.87425 1.94397
15 O -0.87338 1.29872 -1.97570
16 H -1.15115 2.14486 -2.32659
17 H -1.51935 0.67650 -2.31006
18 O -1.62817 1.48558 0.78033
19 H -2.34154 1.59179 0.15100
20 H -2.06544 1.41250 1.62868
21 O 0.71149 2.74526 -0.26367
22 H 0.39911 3.60497 0.01837
23 H 1.65397 2.86032 -0.38501

---

(2)
Molecular formula: C2H13N2O2
Method: DFT, ωB97M-V/def2-TZVPD

## Properties
Frontier orbital gap   10.9 eV
HOMO   -13.94 eV
Charge   +1
Energy   -9353.1157 eV

Element x y z (Å)
1 C -1.43511 -0.91913 0.48738
2 N -1.25321 0.30206 1.15587
3 C -0.10690 -1.18740 -0.30224
4 N 0.26066 0.26473 -0.97175
5 H -1.91779 -0.75856 -0.46451
6 H -1.79610 -1.73920 1.02613
7 H -2.04741 0.47895 1.75604
8 H -0.42953 0.28368 1.74204
9 H -0.29484 -1.87804 -1.10749
10 H 0.66205 -1.37050 0.45424
11 H 1.27762 0.37728 -1.06134
12 H -0.27651 0.36637 -1.85632
13 H -0.20140 1.01094 -0.30317
14 H -2.31810 0.08843 -3.46046
15 H -1.42587 -1.04868 -3.29234
16 O -1.45210 -0.10749 -3.03567
17 H 4.36931 2.63920 3.41266
18 H 4.46017 1.20238 2.98684
19 O 3.92508 1.99496 2.83409

---

(3)
Molecular formula: C2H13N2O2
Method: DFT, ωB97M-V/def2-TZVPD

## Properties
Frontier orbital gap   11.3 eV
HOMO   -14.17 eV
Charge   +1
Energy   -9353.4734 eV

Element x y z (Å)
1 C 1.43212 0.17859 1.53423
2 N 1.09777 -1.15929 2.02997
3 C 1.24222 0.27806 -0.01649
4 N 0.14859 -0.59753 -0.44539
5 H 0.93259 1.04850 1.98893
6 H 2.54161 0.39909 1.76356
7 H 0.14183 -1.12609 2.49233
8 H 1.62807 -1.60479 2.73827
9 H 1.22286 1.19671 -0.45641
10 H 2.12725 -0.14751 -0.54211
11 H 0.06268 -0.82781 -1.39816
12 H -0.76196 -0.22627 -0.16468
13 H 0.55705 -1.33259 0.11038
14 H -2.92707 0.99200 -0.38119
15 H -2.05601 2.01785 0.50083
16 O -2.18821 1.07297 0.23852
17 H -1.71921 -0.75915 -3.77869
18 H -1.89450 0.73689 -3.17262
19 O -1.58770 -0.13965 -3.04128

---

(4)
Molecular formula: C2H13N2O2
Method: DFT, ωB97M-V/def2-TZVPD

## Properties
Spin multiplicity   2
Expectation value of S²   0.755
Frontier orbital gap (spin up / spin down)   10.4 / 2.8 eV
HOMO (spin up / spin down)   -17.99 / -17.64 eV
Charge   +2
Energy   -9337.6997 eV

Element x y z (Å)
1 C 1.08987 1.29662 -0.60411
2 N 0.21824 2.15952 -1.58336
3 C -0.00801 0.64166 0.27039
4 N -0.98827 0.06579 -0.64162
5 H 1.81339 1.85394 -0.11165
6 H 1.36286 0.36998 -1.04421
7 H 0.44127 3.18287 -1.38852
8 H 0.64445 2.02787 -2.46733
9 H -0.63386 1.20086 0.92608
10 H 0.32846 -0.15591 0.86447
11 H -0.72721 -0.96620 -0.77633
12 H -1.96844 0.29887 -0.12121
13 H -0.88245 0.70711 -1.33053
14 H 1.08506 -2.77631 -1.16410
15 H -0.27863 -3.27585 -0.48155
16 O 0.41508 -2.55835 -0.39066
17 H 0.18189 -1.29510 3.46512
18 H -1.41441 -1.33305 3.60674
19 O -0.67928 -1.44433 2.97238

---

(5)
Molecular formula: C2H13N2O3
Method: DFT, ωB97M-V/def2-TZVPD

## Properties
Frontier orbital gap   9.7 eV
HOMO   -12.59 eV
Charge   +1
Energy   -11400.7842 eV

Element x y z (Å)
1 C 0.70928 2.17356 -0.86669
2 C 0.34374 2.29168 0.41211
3 N 0.52499 1.09879 1.27458
4 N 0.69821 3.18764 -1.76673
5 H 0.84481 1.26418 -1.43958
6 H 0.02828 3.15766 0.96553
7 H -0.31113 0.60911 1.60526
8 H 1.19348 0.46439 0.81754
9 H 1.03737 1.25218 2.15109
10 H 0.51076 4.17492 -1.62942
11 H 0.87031 2.96308 -2.72327
12 H -2.06329 -0.55304 2.26844
13 H -1.53489 -1.25683 3.58115
14 O -1.38658 -0.51860 2.94193
15 H 3.15985 -0.20113 -1.04938
16 H 2.35585 -1.38003 -1.39144
17 O 2.29647 -0.58911 -0.83688
18 H -3.38695 -6.38249 -0.79428
19 H -3.12952 -5.48817 -1.98953
20 O -2.76105 -6.26780 -1.53042

---

(6)
Molecular formula: C2H13N2O3
Method: DFT, ωB97M-V/def2-TZVPD

## Properties
Spin multiplicity   2
Expectation value of S²   0.769
Frontier orbital gap (spin up / spin down)   10.2 / 6.5 eV
HOMO (spin up / spin down)   -18.34 / -18.34 eV
Charge   +2
Energy   -11389.3805 eV

Element x y z (Å)
1 C -1.02680 -0.42422 -0.16033
2 C -1.40411 0.04860 -1.41057
3 N -2.28921 -0.49931 -2.21845
4 N -0.15018 0.42725 0.63364
5 H -1.26836 -1.42652 0.17273
6 H -0.87278 0.85770 -1.90637
7 H -2.66253 0.07195 -2.97445
8 H -2.83489 -1.35197 -2.06711
9 H 0.80002 0.02439 0.77825
10 H -0.49446 0.46924 1.61423
11 H -0.10796 1.34242 0.17420
12 H -0.67036 0.47987 4.51427
13 H 0.33991 -0.56707 4.22449
14 O -0.38685 -0.10043 3.78948
15 H 2.25443 -1.79767 -0.49222
16 H 3.43004 -1.00800 0.24878
17 O 2.49093 -0.98445 -0.00059
18 H 1.53653 1.87193 -2.27763
19 H 2.06787 1.04439 -1.20897
20 O 1.24875 1.52189 -1.43337

---

(7)
Molecular formula: C2H13N3O3
Method: DFT, ωB97M-V/def2-TZVPD

## Properties
Spin multiplicity   2
Expectation value of S²   1.761
Frontier orbital gap (spin up / spin down)   8.8 / 6.7 eV
HOMO (spin up / spin down)   -14.13 / -14.16 eV
Charge   +1
Energy   -12884.7033 eV

Element x y z (Å)
1 C 0.92191 1.10749 -0.24589
2 N 0.51026 0.00727 -1.07781
3 C 1.20550 -1.27321 -0.81599
4 N 0.90584 -2.11572 -1.94529
5 N 2.60492 -1.00287 -0.55770
6 H 0.94191 0.84199 0.81771
7 H 1.95773 1.31132 -0.54584
8 H 0.24830 1.94566 -0.41543
9 H -0.51364 -0.18065 -1.06079
10 H 1.41344 -2.97759 -1.94290
11 H 0.94571 -1.66300 -2.85374
12 H 2.83892 -1.57133 0.26342
13 H -1.97176 3.32366 1.55268
14 H -1.89889 0.59949 3.03393
15 O -1.29343 0.35054 2.29082
16 H 0.72445 -1.69731 0.08177
17 H -1.50092 1.83726 1.52143
18 O -1.23208 2.75570 1.35525
19 H -1.85759 -0.33034 0.85424
20 H -2.93375 -0.70007 -0.23717
21 O -2.01681 -0.56831 -0.07269

---

(8)
Molecular formula: C2H13NO3
Method: DFT, ωB97M-V/def2-TZVPD

## Properties
Frontier orbital gap   10.4 eV
SMILES string   CCN.O.O.O
HOMO   -9.81 eV
Energy   -9916.2012 eV

Element x y z (Å)
1 C 1.86692 -1.75666 -2.19853
2 C 1.27978 -0.29669 -1.99430
3 N 0.33764 -0.04010 -0.90097
4 H 2.98102 -1.71193 -2.52856
5 H 1.59736 -2.24332 -1.33775
6 H 1.50712 -2.09855 -3.18108
7 H 2.06337 0.38292 -1.65369
8 H 1.12757 0.11860 -2.98280
9 H -0.55258 0.46976 -1.37496
10 H -0.17353 -0.93016 -0.51742
11 O -1.50387 2.17676 1.65306
12 H -0.91800 2.57822 0.95470
13 H -0.78011 1.95726 2.32638
14 O -2.29407 -0.52487 0.96861
15 H -1.43557 -0.50746 1.42996
16 H -2.76643 0.31068 1.15470
17 O 0.54004 0.10350 1.86062
18 H 0.75621 0.18744 0.95558
19 H 1.41308 0.04418 2.36041

---

(9)
Molecular formula: C2H13NO3S
Method: DFT, ωB97M-V/def2-TZVPD

## Properties
Frontier orbital gap   9.9 eV
SMILES string   NCCS.O.O.O
HOMO   -9.15 eV
Energy   -20752.5531 eV

Element x y z (Å)
1 N -0.70714 -1.95329 0.23801
2 C -0.24740 -0.59499 0.25032
3 C 1.27157 -0.43402 0.15632
4 S 1.98250 1.24702 0.21575
5 H -1.65637 -1.99109 -0.10427
6 H -0.64020 -2.48383 1.11053
7 H -0.59979 -0.18543 -0.70199
8 H -0.56917 -0.07559 1.15636
9 H 1.59762 -0.89936 -0.77723
10 H 1.76734 -0.95944 0.97687
11 H 2.01113 1.29476 -1.14834
12 O -3.08309 0.58612 0.70479
13 H -3.09267 1.53016 0.90104
14 H -4.00098 0.31055 0.61251
15 O 0.82100 -2.48370 -2.35740
16 H 0.20281 -2.60890 -1.61887
17 H 0.86922 -3.30341 -2.85246
18 O -1.20118 2.37379 0.77474
19 H -0.41611 2.05490 0.29536
20 H -0.77095 3.08696 1.26927

---

(10)
Molecular formula: C2H13NO3S
Method: DFT, ωB97M-V/def2-TZVPD

## Properties
Frontier orbital gap   9.5 eV
SMILES string   NCCS.O.O.O
HOMO   -9.00 eV
Energy   -20752.2199 eV

Element x y z (Å)
1 N -1.12617 -1.67318 0.80609
2 C -0.64075 -0.53364 0.06267
3 C 0.76985 -0.92470 -0.40129
4 S 1.40997 0.06339 -1.79489
5 H -2.02721 -1.77363 1.22874
6 H -0.44257 -2.09344 1.41850
7 H -1.20643 -0.43613 -0.86627
8 H -0.69481 0.41688 0.60028
9 H 0.79360 -1.97790 -0.66175
10 H 1.42715 -0.93859 0.48582
11 H 2.75548 0.06816 -1.56867
12 O -1.10677 4.04824 1.20007
13 H -0.54393 4.77476 0.93083
14 H -0.68145 3.29443 0.78744
15 O -2.23744 -4.28607 1.34151
16 H -1.54026 -4.65446 0.77180
17 H -2.87362 -4.97564 1.52343
18 O 1.51388 3.01529 0.05810
19 H 1.64055 2.15900 -0.36589
20 H 2.35125 3.16018 0.51088

---

(11)
Molecular formula: C2H13NO4
Method: DFT, ωB97M-V/def2-TZVPD

## Properties
Spin multiplicity   2
Expectation value of S²   0.765
Frontier orbital gap (spin up / spin down)   8.2 / 5.7 eV
HOMO (spin up / spin down)   -13.58 / -13.58 eV
Charge   +1
Energy   -11953.2466 eV

Element x y z (Å)
1 C -2.22419 0.55314 -0.77122
2 C -1.35926 1.05338 0.11762
3 N -0.30222 0.48949 0.80448
4 H -2.64863 -0.42005 -0.94806
5 H -2.29399 0.88083 -1.86151
6 H -1.24250 2.17861 0.12391
7 H -0.10179 -0.53448 0.57247
8 H 0.60564 1.02226 0.94138
9 H 0.68736 -5.07295 -4.94518
10 H -0.67747 -4.88510 -4.30592
11 O 0.15973 -4.46080 -4.25298
12 H 0.62822 -4.62830 1.59793
13 H -0.94262 -4.55429 1.24558
14 O -0.12346 -4.15325 1.14550
15 H 3.40812 4.78069 0.02349
16 H 3.49287 5.46504 1.26840
17 O 4.06379 5.33905 0.46612
18 H -0.59365 1.58164 2.33322
19 H -0.33792 2.99811 3.61807
20 O -0.19802 2.36699 2.82670